No. 1
{"formula": "C19H23N2O5P", "method": "ωB97M-V with the def2-TZVPD basis set", "species": ["N", "C", "C", "O", "C", "O", "N", "C", "C", "C", "C", "P", "O", "O", "C", "C", "C", "C", "C", "C", "O", "C", "C", "C", "C", "C", "C", "H", "H", "H", "H", "H", "H", "H", "H", "H", "H", "H", "H", "H", "H", "H", "H", "H", "H", "H", "H", "H", "H", "H"], "coordinates": [[1.871, -2.991, -3.702], [1.041, -1.769, -3.480], [-0.408, -2.251, -3.238], [-0.766, -3.333, -4.167], [1.430, -0.924, -2.255], [1.773, -1.515, -1.216], [1.134, 0.454, -2.166], [0.909, 1.306, -3.296], [0.457, 2.639, -2.711], [1.014, 2.633, -1.274], [1.006, 1.143, -0.902], [-0.522, 0.705, 0.086], [-1.706, 0.837, -0.846], [-0.568, -0.799, 0.681], [-1.640, -1.249, 1.467], [-1.413, -2.386, 2.283], [-2.424, -2.927, 3.089], [-3.659, -2.305, 3.144], [-3.917, -1.182, 2.365], [-2.903, -0.635, 1.579], [-0.679, 1.733, 1.340], [0.391, 1.874, 2.194], [1.249, 0.809, 2.580], [2.258, 0.990, 3.521], [2.424, 2.238, 4.130], [1.510, 3.261, 3.824], [0.568, 3.079, 2.860], [1.292, -3.733, -4.119], [2.247, -3.324, -2.786], [1.019, -1.133, -4.371], [-1.150, -1.460, -3.407], [-0.485, -2.587, -2.218], [-1.678, -3.619, -3.993], [1.859, 1.390, -3.862], [0.177, 1.000, -4.032], [-0.641, 2.662, -2.618], [0.786, 3.453, -3.349], [2.024, 2.970, -1.191], [0.439, 3.308, -0.649], [1.873, 0.910, -0.292], [-0.397, -2.795, 2.281], [-2.186, -3.741, 3.737], [-4.385, -2.799, 3.789], [-4.871, -0.668, 2.418], [-3.118, 0.280, 1.022], [1.136, -0.176, 2.125], [2.932, 0.182, 3.805], [3.226, 2.412, 4.835], [1.632, 4.184, 4.352], [-0.156, 3.843, 2.631]], "atomic_forces_ev_per_a": [[0.46, 0.65, 1.08], [-0.36, -0.88, -0.80], [-1.16, 0.03, -0.68], [0.41, 0.62, 0.54], [-0.44, -0.25, 2.71], [-0.19, 0.88, -1.58], [-0.48, -2.40, -0.52], [0.57, 0.90, -1.18], [-0.20, -0.20, 0.45], [-0.68, 0.06, -0.53], [0.78, -0.62, 1.41], [-3.75, -0.17, -2.91], [1.78, 0.41, 1.36], [0.39, 0.48, 0.53], [-0.93, -0.76, 1.50], [0.51, 0.49, -0.66], [0.89, 1.36, -0.77], [-0.31, -0.69, -0.01], [0.61, -0.07, 0.38], [0.33, 0.36, -0.80], [0.79, -0.60, -0.75], [1.68, -0.92, 1.99], [-0.55, -0.07, -0.78], [0.19, 0.82, 0.20], [-0.75, -0.11, -0.40], [1.83, -0.86, 0.59], [-1.62, 0.14, -0.93], [0.31, 0.67, 0.43], [-0.59, 0.42, -1.00], [0.32, -0.23, -0.10], [0.31, 0.17, 0.23], [-0.05, -0.31, 0.45], [0.53, 0.34, 0.09], [-0.32, 0.24, 0.24], [-0.36, -0.65, 0.13], [0.39, -0.07, -0.24], [0.03, 0.25, 0.20], [0.82, 0.23, -0.24], [-0.24, -0.27, 0.33], [0.17, -0.05, 0.19], [-0.46, -0.04, -0.03], [0.02, -0.51, 0.18], [-0.21, 0.53, -0.19], [0.09, -0.12, -0.05], [0.13, -0.36, 0.04], [-0.02, 0.24, 0.14], [-0.30, 0.06, -0.28], [-0.10, -0.06, 0.06], [-0.23, 0.52, 0.02], [-0.04, 0.36, -0.02]], "total_charge": 0, "energy_ha": -1564.937316, "largest_force_ev_per_a": 4.75, "smiles": "N[C@@H](CO)C(=O)N1CCC[C@H]1P(=O)(Oc1ccccc1)Oc1ccccc1", "homo_energy_ev": -9.0254}

***

No. 2
{"formula": "C19H23N2O8RuS2", "method": "ωB97M-V with the def2-TZVPD basis set", "species": ["Ru", "O", "C", "C", "N", "C", "C", "O", "O", "C", "C", "O", "O", "H", "H", "H", "H", "H", "H", "H", "H", "H", "S", "C", "N", "C", "C", "C", "C", "H", "H", "H", "H", "H", "C", "C", "C", "C", "C", "C", "C", "S", "O", "O", "O", "H", "H", "H", "H", "H", "H", "H", "C", "H", "H"], "coordinates": [[0.358, 0.119, -0.128], [-0.601, 0.939, 3.056], [-1.089, -0.388, 3.015], [-2.135, -0.560, 1.931], [-1.554, -0.833, 0.603], [-1.343, -2.287, 0.452], [-0.737, -2.620, -0.916], [-0.935, -3.742, -1.388], [-0.066, -1.670, -1.432], [-2.523, -0.392, -0.432], [-2.423, 1.106, -0.715], [-3.440, 1.733, -1.041], [-1.243, 1.559, -0.626], [-0.231, 1.088, 2.166], [-1.537, -0.595, 3.991], [-0.268, -1.099, 2.857], [-2.714, 0.364, 1.871], [-2.830, -1.372, 2.194], [-2.289, -2.827, 0.583], [-0.627, -2.615, 1.207], [-3.540, -0.691, -0.157], [-2.259, -0.879, -1.369], [1.867, -1.357, 0.986], [3.134, -1.776, -0.152], [2.699, -2.235, -1.395], [3.603, -2.481, -2.415], [4.943, -2.435, -2.179], [5.432, -2.083, -0.902], [4.476, -1.715, 0.091], [1.716, -2.074, -1.604], [3.178, -2.739, -3.374], [5.620, -2.665, -2.994], [6.493, -2.003, -0.711], [4.789, -1.360, 1.064], [-3.053, 4.821, -3.002], [-1.697, 4.257, -2.682], [-0.951, 4.743, -1.618], [0.242, 4.141, -1.247], [0.699, 3.056, -1.968], [0.000, 2.587, -3.071], [-1.193, 3.189, -3.418], [2.117, 2.155, -1.440], [2.236, 2.476, 0.051], [3.262, 2.648, -2.147], [1.820, 0.740, -1.607], [-3.400, 5.476, -2.203], [-3.775, 4.009, -3.102], [-3.042, 5.394, -3.934], [-1.344, 5.558, -1.020], [0.780, 4.466, -0.368], [0.348, 1.703, -3.591], [-1.780, 2.779, -4.233], [1.180, 1.667, 0.958], [0.637, 2.530, 1.367], [1.871, 1.301, 1.720]], "atomic_forces_ev_per_a": [[-0.53, -0.36, -0.05], [-0.15, -0.15, 0.20], [0.06, 0.05, 0.02], [0.05, 0.01, 0.04], [0.08, 0.10, 0.11], [0.08, 0.08, 0.00], [0.03, -0.09, 0.12], [0.01, 0.07, 0.03], [-0.21, 0.27, -0.28], [-0.01, -0.06, 0.01], [0.15, 0.03, 0.09], [-0.06, 0.00, 0.00], [-0.02, -0.09, -0.24], [-0.05, -0.08, -0.04], [0.01, 0.04, 0.01], [-0.02, -0.01, 0.02], [0.05, 0.03, 0.01], [-0.03, 0.00, -0.04], [-0.01, 0.00, -0.03], [-0.02, -0.03, -0.01], [-0.01, 0.07, 0.02], [-0.05, -0.04, 0.00], [0.27, 0.12, 0.08], [-0.11, -0.10, -0.20], [0.19, 0.16, 0.07], [-0.03, -0.02, 0.05], [0.02, -0.02, -0.02], [0.01, -0.02, -0.01], [-0.02, -0.03, 0.07], [-0.03, -0.13, -0.05], [-0.01, 0.02, 0.00], [0.01, 0.01, 0.00], [0.00, 0.00, 0.00], [0.01, 0.02, 0.00], [0.00, 0.01, 0.00], [-0.01, 0.00, -0.01], [0.00, -0.01, 0.04], [0.00, 0.02, -0.03], [-0.01, -0.05, -0.08], [-0.07, -0.03, 0.01], [0.03, 0.02, -0.02], [0.15, 0.25, 0.38], [-0.02, -0.07, -0.26], [0.07, 0.03, 0.07], [0.08, -0.09, -0.02], [0.01, 0.01, -0.01], [0.00, -0.01, 0.02], [0.00, -0.01, -0.01], [0.00, 0.00, -0.01], [0.01, 0.01, 0.00], [0.01, 0.00, 0.01], [0.00, 0.00, 0.00], [0.19, 0.00, 0.08], [-0.12, -0.02, -0.18], [0.05, 0.10, 0.01]], "total_charge": -2, "energy_ha": -2340.566494, "largest_force_ev_per_a": 0.65, "multiplicity": 2, "homo_energy_ev": [0.7833, -0.9808]}

***

No. 3
{"formula": "C19H23N3O2", "method": "ωB97M-V with the def2-TZVPD basis set", "species": ["C", "C", "N", "N", "C", "O", "C", "C", "O", "N", "C", "C", "C", "C", "C", "C", "C", "C", "C", "C", "C", "C", "C", "C", "H", "H", "H", "H", "H", "H", "H", "H", "H", "H", "H", "H", "H", "H", "H", "H", "H", "H", "H", "H", "H", "H", "H"], "coordinates": [[2.701, 3.023, 1.782], [2.571, 1.652, 1.204], [1.757, 0.842, 1.814], [1.560, -0.401, 1.390], [2.177, -0.862, 0.333], [1.981, -2.115, -0.079], [1.141, -2.971, 0.686], [-0.357, -2.740, 0.400], [-0.994, -3.483, -0.318], [-0.857, -1.680, 1.051], [-2.195, -1.187, 0.829], [-2.181, 0.113, 0.010], [-3.580, 0.614, -0.218], [-4.136, 1.524, 0.570], [-5.533, 2.040, 0.410], [-6.115, 1.675, -0.952], [-5.822, 0.212, -1.260], [-4.316, 0.005, -1.379], [3.095, -0.062, -0.427], [3.766, -0.529, -1.566], [4.627, 0.304, -2.233], [4.837, 1.613, -1.782], [4.188, 2.087, -0.671], [3.300, 1.257, 0.034], [2.400, 3.774, 1.053], [3.732, 3.217, 2.072], [2.063, 3.099, 2.658], [1.343, -2.838, 1.754], [1.403, -3.981, 0.364], [-0.197, -1.072, 1.535], [-2.743, -1.969, 0.299], [-2.674, -1.005, 1.795], [-1.694, -0.083, -0.948], [-1.594, 0.859, 0.551], [-3.576, 1.934, 1.401], [-6.155, 1.613, 1.205], [-5.541, 3.125, 0.547], [-5.658, 2.301, -1.722], [-7.191, 1.861, -0.961], [-6.315, -0.090, -2.187], [-6.212, -0.411, -0.452], [-3.953, 0.467, -2.304], [-4.084, -1.061, -1.441], [3.587, -1.540, -1.896], [5.149, -0.045, -3.111], [5.520, 2.253, -2.321], [4.356, 3.097, -0.332]], "atomic_forces_ev_per_a": [[0.00, -0.04, -0.03], [-0.01, -0.05, -0.04], [0.13, 1.10, 0.49], [0.27, -1.33, -0.75], [0.08, 0.68, 0.43], [0.19, 0.23, -0.32], [-0.35, -0.44, 0.24], [0.56, 0.06, 0.30], [-0.13, -0.32, -0.34], [-0.25, 0.35, 0.27], [-0.08, 0.00, -0.19], [-0.18, -0.09, 0.24], [0.31, 0.01, -0.12], [-0.13, 0.09, 0.10], [-0.09, 0.03, -0.14], [-0.11, -0.14, 0.21], [0.10, 0.14, -0.24], [-0.28, -0.02, 0.09], [-0.04, 0.26, 0.18], [0.00, -0.03, -0.01], [-0.06, -0.15, -0.01], [0.01, 0.13, 0.07], [-0.01, 0.00, 0.02], [-0.18, -0.63, -0.12], [0.02, 0.13, -0.02], [0.08, 0.11, 0.03], [-0.01, 0.01, 0.01], [0.05, -0.04, -0.13], [-0.13, 0.19, 0.07], [-0.06, -0.30, -0.13], [-0.03, 0.08, 0.12], [-0.04, -0.02, -0.11], [0.08, 0.00, -0.01], [0.05, 0.02, -0.04], [0.21, -0.01, 0.09], [-0.06, 0.09, 0.02], [-0.04, -0.02, 0.06], [-0.01, 0.05, -0.06], [0.01, 0.06, -0.05], [-0.04, -0.06, 0.04], [-0.05, -0.07, 0.02], [0.05, -0.08, -0.05], [0.07, -0.03, -0.06], [0.02, -0.08, -0.07], [0.02, -0.05, -0.06], [0.04, 0.06, -0.02], [0.02, 0.10, 0.03]], "total_charge": 0, "energy_ha": -1052.558213, "largest_force_ev_per_a": 1.55, "smiles": "Cc1nnc(OCC(=O)NCCC2=CCCCC2)c2ccccc12", "homo_energy_ev": -8.7307}